i | DFT (ωB97M-V/def2-TZVPD) results for C32H50IrN11O2S3 as an isolated structure.

HOMO energy (alpha / beta)	-8.4964 / -9.0694	eV
E_LUMO (alpha / beta)	-3.1 / -3.1	eV
Kohn-Sham gap (alpha / beta)	5.38 / 5.97	eV
net charge	+1
<S²>	0.791
multiplicity	2

Cartesian coordinates (Å):
Ir (0.87944, -0.23271, -0.29165)
N (1.26071, -0.23480, 1.86687)
C (0.40216, 0.26902, 2.98265)
C (0.87905, -0.35905, 4.31587)
C (-0.11843, -1.26472, 5.07197)
C (-0.97700, -0.55561, 6.11962)
N (-1.65519, 0.60598, 5.57851)
C (-2.91689, 0.70974, 5.23483)
N (-3.84218, -0.21625, 5.55319)
N (-3.29382, 1.79815, 4.54994)
C (0.32637, 1.83695, 2.99198)
O (-0.11538, 2.36790, 4.04885)
O (0.77305, 2.44602, 2.01818)
H (1.38471, -1.22772, 2.03858)
H (2.19362, 0.16607, 1.96590)
H (-0.60255, -0.10545, 2.75361)
H (1.25866, 0.42313, 4.97719)
H (1.74332, -0.98462, 4.08192)
H (0.45423, -2.02181, 5.61094)
H (-0.75232, -1.80636, 4.36190)
H (-0.33250, -0.20799, 6.92792)
H (-1.69071, -1.24220, 6.57669)
H (-1.03916, 1.32417, 5.09978)
H (-3.61681, -0.93216, 6.22033)
H (-4.81603, 0.01322, 5.46050)
H (-2.55655, 2.39261, 4.17898)
H (-4.22482, 1.87918, 4.18577)
S (5.37678, 1.17148, -0.30166)
C (3.92915, 0.48834, -0.31368)
N (2.87691, -0.03554, -0.34978)
C (0.11408, -3.44283, -2.04743)
C (1.40908, -3.07025, -1.26888)
C (1.85760, -4.35753, -0.53806)
C (0.89700, -2.11125, -0.24904)
C (2.52534, -2.54225, -2.17226)
C (3.81975, -2.60201, -1.74058)
C (4.90660, -2.22536, -2.54938)
C (4.68550, -1.92256, -3.91377)
C (3.42452, -1.82963, -4.39579)
C (2.24146, -1.85154, -3.48066)
H (-0.62507, -3.86587, -1.36582)
H (0.38182, -4.20852, -2.77776)
H (-0.32419, -2.59411, -2.56234)
H (1.01474, -4.80218, -0.00533)
H (2.65473, -4.17564, 0.18175)
H (2.22637, -5.07786, -1.26692)
H (0.44384, -2.64399, 0.59702)
H (4.04306, -2.97740, -0.74908)
H (5.91008, -2.25522, -2.15019)
H (5.53256, -1.79872, -4.57623)
H (3.24577, -1.62940, -5.44369)
H (1.37200, -2.27592, -3.99099)
S (1.51443, 0.65952, -4.63508)
C (1.85347, -0.35808, -3.14412)
N (0.65959, -0.29632, -2.33088)
C (-0.47345, -0.07993, -3.09969)
C (-1.80217, -0.38013, -2.79434)
C (-2.82304, -0.03365, -3.67871)
C (-2.54983, 0.57520, -4.89099)
C (-1.22324, 0.80336, -5.25119)
C (-0.21408, 0.46825, -4.37283)
H (2.71358, 0.08884, -2.66061)
H (-2.04924, -0.91906, -1.89448)
H (-3.84637, -0.27112, -3.41416)
H (-3.34956, 0.83623, -5.57011)
H (-0.97972, 1.23294, -6.21492)
C (-0.33585, 4.48788, -3.05434)
C (0.56901, 4.11142, -1.88655)
C (2.03489, 4.24270, -2.30033)
C (0.26723, 4.97303, -0.66351)
N (0.20961, 2.70087, -1.56757)
N (1.15954, 2.00296, -0.76865)
H (-0.23685, 5.54923, -3.28011)
H (-1.38269, 4.28563, -2.81530)
H (-0.07328, 3.92070, -3.95083)
H (2.21144, 5.24024, -2.70232)
H (2.28809, 3.51857, -3.08030)
H (2.71853, 4.11042, -1.45903)
H (0.66064, 5.97989, -0.80410)
H (0.71473, 4.56113, 0.24355)
H (-0.80997, 5.04913, -0.49992)
H (0.13889, 2.18145, -2.43965)
H (1.19997, 2.43762, 0.15551)
H (2.07729, 2.05609, -1.20643)
C (-3.80390, -2.66227, 3.02341)
C (-3.56658, -2.74846, 1.51570)
C (-2.86081, -1.54554, 0.98174)
N (-1.64067, -1.54276, 0.60017)
N (-1.17929, -0.31196, 0.17704)
C (-2.10814, 0.63522, 0.23908)
N (-1.99497, 1.89056, -0.13698)
S (-3.61451, 0.02007, 0.85919)
H (-4.27916, -3.57218, 3.38683)
H (-4.45385, -1.82226, 3.27377)
H (-2.86008, -2.53214, 3.55576)
H (-4.51658, -2.87073, 0.99214)
H (-2.94818, -3.61166, 1.27047)
H (-1.15440, 2.25068, -0.67172)
H (-2.80493, 2.48347, -0.08484)

ii | DFT (ωB97M-V/def2-TZVPD) results for C32H50IrN11O2S3 as an isolated structure.

HOMO energy (alpha / beta)	-9.4045 / -9.7281	eV
E_LUMO (alpha / beta)	-2.1 / -3.8	eV
Kohn-Sham gap (alpha / beta)	7.26 / 5.93	eV
net charge	+1
<S²>	0.780
multiplicity	2

Cartesian coordinates (Å):
Ir (1.65835, -0.61129, -0.31193)
N (1.53948, -0.86955, 1.75974)
C (1.29763, 0.39223, 2.50542)
C (2.07122, 0.44711, 3.83872)
C (1.20071, 0.30013, 5.09506)
C (0.65911, 1.64162, 5.59509)
N (0.07297, 2.42112, 4.51147)
C (-1.18983, 2.41554, 4.12635)
N (-2.16419, 1.88263, 4.88118)
N (-1.49551, 2.96472, 2.94665)
C (1.51188, 1.63446, 1.61758)
O (1.40164, 2.74622, 2.16565)
O (1.70932, 1.46853, 0.37897)
H (0.79951, -1.53291, 1.97784)
H (2.43024, -1.27316, 2.05032)
H (0.21924, 0.41176, 2.70296)
H (2.63695, 1.37992, 3.88623)
H (2.82737, -0.33978, 3.82833)
H (1.79021, -0.14139, 5.89977)
H (0.37125, -0.38804, 4.90163)
H (1.47140, 2.23829, 6.00902)
H (-0.06049, 1.50226, 6.40193)
H (0.72121, 2.69531, 3.75475)
H (-1.98691, 1.64969, 5.84173)
H (-3.12300, 2.03618, 4.62156)
H (-0.71962, 3.11518, 2.30568)
H (-2.38279, 2.77521, 2.50399)
S (5.42009, -1.10598, 2.11097)
C (4.42935, -0.89345, 0.85936)
N (3.66215, -0.76068, -0.02214)
C (-0.34434, -3.00962, -2.31402)
C (0.73175, -3.54640, -1.39246)
C (0.32067, -4.86565, -0.77085)
C (1.62606, -2.62006, -0.61085)
C (2.19801, -3.35212, -1.82115)
C (3.18771, -4.40121, -1.46632)
C (4.10561, -4.86494, -2.31147)
C (4.13391, -4.38524, -3.68850)
C (3.37254, -3.36612, -4.07486)
C (2.45379, -2.61313, -3.14238)
H (-1.31801, -3.04862, -1.81589)
H (-0.43388, -3.62461, -3.21324)
H (-0.16518, -1.98200, -2.63411)
H (-0.61724, -4.75352, -0.21623)
H (1.06646, -5.24928, -0.07815)
H (0.15617, -5.62479, -1.53928)
H (1.98388, -3.11532, 0.29585)
H (3.17387, -4.76443, -0.44610)
H (4.82472, -5.60641, -1.99080)
H (4.77351, -4.88303, -4.40629)
H (3.38187, -3.04404, -5.10806)
H (1.51510, -2.48371, -3.68698)
S (3.37482, -0.38345, -4.54100)
C (2.97933, -1.15349, -2.93135)
N (1.97538, -0.32669, -2.28872)
C (1.42959, 0.58951, -3.10965)
C (0.35318, 1.44533, -2.79751)
C (-0.10798, 2.32061, -3.74883)
C (0.48616, 2.38919, -5.01789)
C (1.56277, 1.58228, -5.33874)
C (2.03391, 0.68696, -4.38847)
H (3.87875, -1.17440, -2.31454)
H (-0.08080, 1.44642, -1.80832)
H (-0.93401, 2.97852, -3.50943)
H (0.10639, 3.08818, -5.75067)
H (2.03276, 1.64641, -6.31070)
C (-3.22160, -0.93066, -0.61046)
C (-2.51560, -1.28381, 0.70067)
C (-2.97223, -2.64978, 1.19842)
C (-2.80803, -0.21365, 1.74912)
N (-1.04072, -1.38469, 0.56617)
N (-0.43943, -0.43538, -0.33127)
H (-4.30063, -0.99529, -0.46863)
H (-2.95340, -1.62162, -1.41311)
H (-3.00478, 0.09192, -0.92846)
H (-4.03500, -2.63009, 1.43786)
H (-2.42397, -2.93643, 2.09805)
H (-2.81478, -3.41719, 0.43662)
H (-3.88488, -0.09679, 1.88602)
H (-2.41028, 0.75124, 1.42777)
H (-2.35895, -0.49231, 2.70493)
H (-0.77570, -2.29497, 0.20077)
H (-0.69461, 0.50921, -0.01558)
H (-0.84223, -0.53129, -1.26470)
C (-5.17057, 4.69578, -1.32558)
C (-4.53993, 4.44683, 0.04636)
C (-3.11380, 4.01419, -0.06096)
N (-2.69954, 2.82190, 0.18921)
N (-1.34527, 2.63336, -0.02699)
C (-0.75766, 3.74272, -0.41738)
N (0.54800, 3.84740, -0.71261)
S (-1.85130, 5.08475, -0.58028)
H (-6.21302, 4.99069, -1.21520)
H (-5.13168, 3.79378, -1.93628)
H (-4.65296, 5.49187, -1.86178)
H (-5.07266, 3.65285, 0.57063)
H (-4.60548, 5.34980, 0.65649)
H (1.15437, 3.09756, -0.37707)
H (0.95207, 4.76504, -0.77869)

It is ii that is the most stable of them.

i | DFT (ωB97M-V/def2-TZVPD) results for one molecule with the formula C23H25N3O5S.

HOMO energy	-7.8317	eV
E_LUMO	0.3	eV
Kohn-Sham gap	8.13	eV
multiplicity	1
structure (SMILES)	CCNC(=O)[C@@H]1CC(=O)N(Cc2ccc3c(c2)OCO3)/C(=N/c2ccc(OCC)cc2)S1

Cartesian coordinates (Å):
C (4.29912, -1.32856, 0.26484)
H (3.78312, -2.18223, -0.17102)
C (4.84306, -0.41065, -0.82422)
N (3.78336, 0.08328, -1.67642)
C (3.24781, 1.30762, -1.52271)
O (3.67571, 2.15563, -0.77147)
C (2.02812, 1.56305, -2.41685)
C (1.37172, 2.88890, -2.10741)
C (0.90832, 3.01375, -0.67199)
O (0.73142, 4.10200, -0.17685)
N (0.67829, 1.86654, 0.06378)
C (0.64275, 0.56148, -0.36025)
N (0.51397, -0.36409, 0.48384)
C (0.37530, -1.70758, 0.21688)
C (-0.43048, -2.20477, -0.80415)
C (-0.55630, -3.56734, -1.00812)
C (0.12758, -4.46292, -0.19330)
C (0.91223, -3.96526, 0.85230)
C (1.02321, -2.61245, 1.06397)
H (1.62853, -2.23275, 1.87221)
H (1.42231, -4.67123, 1.48850)
O (0.09477, -5.81605, -0.31377)
C (-0.67563, -6.39581, -1.34780)
C (-0.50406, -7.90419, -1.26061)
H (0.54300, -8.16636, -1.38464)
H (-0.83645, -8.25900, -0.28908)
H (-1.08846, -8.38861, -2.03753)
H (-0.33108, -6.03067, -2.32555)
H (-1.73412, -6.12654, -1.22566)
H (-1.19482, -3.91511, -1.80477)
H (-0.99145, -1.52052, -1.42366)
S (0.79263, 0.25297, -2.13377)
C (0.36470, 2.06443, 1.48716)
C (-1.12047, 1.99238, 1.71982)
C (-1.70175, 0.84785, 2.24233)
C (-3.07763, 0.74735, 2.43704)
C (-3.84026, 1.83361, 2.08573)
C (-3.26149, 2.98852, 1.55544)
C (-1.90764, 3.09343, 1.36229)
H (-1.46293, 3.98644, 0.95559)
O (-4.24283, 3.90963, 1.29699)
C (-5.45472, 3.30566, 1.69133)
O (-5.19730, 2.00401, 2.17314)
H (-6.13797, 3.25065, 0.82847)
H (-5.92535, 3.90656, 2.48666)
H (-3.52750, -0.14188, 2.84501)
H (-1.07470, 0.01000, 2.50163)
H (0.74662, 3.05187, 1.75131)
H (0.88487, 1.28985, 2.05029)
H (2.06830, 3.71338, -2.27634)
H (0.50360, 3.04112, -2.75572)
H (2.31318, 1.49077, -3.46948)
H (3.28273, -0.59764, -2.22959)
H (5.31962, 0.46515, -0.37908)
H (5.57078, -0.94049, -1.44531)
H (5.11279, -1.69151, 0.88612)
H (3.59634, -0.78383, 0.89051)

ii | DFT (ωB97M-V/def2-TZVPD) results for one molecule with the formula C23H25N3O5S.

HOMO energy	-7.4891	eV
E_LUMO	0.1	eV
Kohn-Sham gap	7.61	eV
multiplicity	1
structure (SMILES)	COc1ccc(-n2c(C)cc(/C=C3/SC(=O)N(CC(=O)N4CCOCC4)C3=O)c2C)cc1

Cartesian coordinates (Å):
C (-10.10198, -0.24657, -0.20856)
H (-11.10321, 0.02764, 0.11921)
O (-9.22400, 0.57085, 0.52848)
C (-7.88782, 0.44042, 0.32969)
C (-7.29529, -0.44639, -0.56423)
C (-5.91739, -0.49109, -0.68350)
C (-5.11226, 0.33853, 0.08413)
C (-5.70321, 1.22382, 0.98165)
C (-7.07371, 1.27504, 1.10043)
H (-7.54709, 1.95348, 1.79176)
H (-5.08102, 1.86009, 1.59161)
N (-3.70865, 0.28504, -0.04750)
C (-2.93116, -0.79716, 0.19893)
C (-1.60463, -0.45199, -0.08748)
C (-0.52912, -1.36342, 0.05943)
C (0.80428, -1.24337, -0.16874)
C (1.61697, -0.13238, -0.63955)
O (1.27161, 0.97976, -0.97681)
N (2.95061, -0.52193, -0.70880)
C (3.30301, -1.78143, -0.31282)
O (4.41523, -2.23359, -0.32172)
S (1.83694, -2.65292, 0.14709)
C (4.00295, 0.42591, -0.98362)
H (4.68777, -0.02059, -1.70722)
H (3.53080, 1.32609, -1.38799)
C (4.71016, 0.73804, 0.34446)
O (4.17928, 0.46312, 1.40075)
N (5.91098, 1.35093, 0.27201)
C (6.70067, 1.58696, -0.91596)
H (6.09642, 1.53750, -1.81825)
C (7.84304, 0.55990, -0.95643)
O (8.63643, 0.65793, 0.20231)
C (7.87017, 0.43658, 1.36807)
H (8.55814, 0.53928, 2.20807)
C (6.72133, 1.44508, 1.47443)
H (6.08894, 1.22096, 2.33319)
H (7.11777, 2.46169, 1.55547)
H (7.45321, -0.58127, 1.35609)
H (8.50855, 0.74853, -1.80040)
H (7.41806, -0.45231, -1.03999)
H (7.13102, 2.59204, -0.83756)
H (-0.82924, -2.34267, 0.41567)
C (-1.62900, 0.90496, -0.52781)
C (-2.91927, 1.33174, -0.49039)
C (-3.49916, 2.64573, -0.87583)
H (-4.42026, 2.51218, -1.44233)
H (-2.78100, 3.18665, -1.48555)
H (-3.72698, 3.25381, -0.00003)
H (-0.77616, 1.47290, -0.83175)
C (-3.48003, -2.07536, 0.72456)
H (-4.48971, -1.93007, 1.10263)
H (-2.85632, -2.45026, 1.53390)
H (-3.51033, -2.83766, -0.05530)
H (-5.46162, -1.17345, -1.38524)
H (-7.89275, -1.10382, -1.17527)
H (-9.93215, -1.30785, -0.00116)
H (-10.01200, -0.06569, -1.28433)

It is ii that is the most stable of them.